DFT (ωB97M-V/def2-TZVPD) results for C6H15N as an isolated structure.

The geometry in ORCA input format:
```
! wB97M-V def2-TZVPD RIJCOSX def2/J DEFGRID3
* xyz 0 1
C -0.37713 1.91794 -1.00802
C -0.30585 2.92968 0.12385
C 0.43504 0.76917 -1.21400
N 1.01516 0.06079 -0.17253
C 0.76022 -0.32624 2.19196
C 0.01152 -0.29645 0.86421
C -0.42018 -1.80187 0.59825
H 1.07338 0.69297 -2.13166
H -0.77999 2.34532 -1.94714
H 0.58459 2.64310 0.68360
H -1.17268 2.85152 0.78558
H -0.17962 3.94432 -0.22571
H -0.25163 -4.32257 -3.50801
H 0.23551 -4.78254 -3.82390
H -0.80812 0.59937 -1.15955
H 0.38555 0.22991 3.07523
H 1.78171 -0.01504 1.94564
H 0.86987 -1.34043 2.54215
H -0.86682 0.35337 0.76063
H -0.92124 -1.84158 -0.41234
H -1.31487 -1.98605 1.22224
H 0.24558 -2.62467 0.80950
*
```

As for the LUMO energy: 0.40 eV.

Atomic partial charges in e from the Löwdin method, atoms 1 to 4: number 1, C, carries -0.18; number 2, C, carries -0.07; number 3, C, carries -0.30; number 4, N, carries 0.01